# 1
{
  "formula": "C3H5NOS",
  "method": "ωB97M-V with the def2-TZVPD basis set",
  "elements": ["C", "C", "C", "N", "O", "S", "H", "H", "H", "H", "H"],
  "xyz": [[1.6609, 0.8957, -0.1716], [-0.6390, 0.7623, -0.0019], [-0.5246, -0.7057, 0.3566], [0.5768, 1.4753, -0.2098], [-1.1010, -1.5727, -0.5686], [1.7596, -0.8418, 0.1607], [2.4826, 1.4018, -0.5696], [-1.1321, 0.5947, -0.8448], [-1.2030, 1.4029, 0.7530], [-0.4490, -0.9480, 1.4161], [-1.4313, -2.4644, -0.3201]],
  "forces_ev_per_a": [[0.56, -2.60, -0.22], [0.66, -0.70, 4.88], [-1.01, 0.51, 1.38], [-1.99, 1.87, -0.52], [-0.21, -0.30, -0.34], [2.30, -0.09, -0.27], [1.73, 0.63, 0.03], [-2.44, 0.81, -4.16], [0.21, -0.91, -1.04], [-0.49, -0.48, -0.28], [0.67, 1.28, 0.55]],
  "multiplicity": 3,
  "lumo_ev": [0.706, -2.531],
  "homo_lumo_gap_ev": [6.27, 6.77],
  "e_homo_ev": [-5.6, -9.3],
  "s2": 2.02,
  "e_tot_ha": -645.29885,
  "max_force_ev_per_a": 4.97
}

***

# 2
{
  "formula": "C20H23N4O3STc",
  "method": "ωB97M-V with the def2-TZVPD basis set",
  "elements": ["Tc", "O", "C", "C", "C", "C", "C", "C", "C", "N", "C", "C", "N", "C", "C", "C", "C", "C", "C", "C", "O", "H", "H", "H", "H", "H", "H", "H", "H", "H", "H", "H", "H", "H", "H", "S", "C", "N", "C", "C", "N", "H", "H", "H", "H", "H", "H", "C", "O", "H", "H", "H"],
  "xyz": [[-0.3983, -0.0372, -0.4195], [1.1336, -1.2605, -0.0645], [1.0056, -2.5624, 0.1921], [2.0575, -3.4102, -0.1674], [2.0062, -4.7587, 0.1154], [0.9116, -5.3147, 0.7806], [-0.1238, -4.4924, 1.1524], [-0.1088, -3.1164, 0.8635], [-1.2480, -2.3458, 1.2936], [-1.4744, -1.1222, 0.9903], [-2.6691, -0.4072, 1.4382], [-3.2575, 0.3175, 0.2301], [-2.1758, 1.0181, -0.4740], [-2.3879, 2.1160, -1.1092], [-1.4385, 2.8150, -1.9251], [-1.8559, 4.0409, -2.4835], [-1.0379, 4.7651, -3.3099], [0.2346, 4.2619, -3.6078], [0.6708, 3.0665, -3.0856], [-0.1489, 2.3159, -2.2319], [0.3233, 1.1717, -1.7709], [2.9024, -2.9778, -0.6870], [2.8293, -5.3934, -0.1865], [0.8793, -6.3724, 0.9986], [-0.9804, -4.9032, 1.6740], [-1.9730, -2.8629, 1.9239], [-2.3641, 0.3205, 2.1924], [-3.3984, -1.0917, 1.8742], [-4.0405, 1.0141, 0.5330], [-3.6812, -0.4166, -0.4591], [-3.3824, 2.5585, -1.0374], [-2.8487, 4.4049, -2.2457], [-1.3692, 5.7035, -3.7301], [0.8894, 4.8204, -4.2642], [1.6511, 2.6730, -3.3170], [0.2123, 1.6615, 1.3658], [1.5741, 1.1511, 2.2571], [2.0036, 1.7937, 3.3461], [3.2660, 1.2505, 3.8476], [3.4524, -0.0034, 2.9640], [2.3648, 0.1238, 1.9962], [1.5873, 2.6541, 3.6557], [3.1866, 0.9988, 4.9029], [4.0749, 1.9688, 3.7176], [3.3475, -0.9244, 3.5370], [4.4172, -0.0149, 2.4612], [2.1945, -0.4763, 1.1923], [-1.3695, -0.9255, -3.0371], [-1.0993, -1.2577, -1.6894], [-2.1484, -0.1574, -3.1076], [-1.7217, -1.8244, -3.5433], [-0.4744, -0.5563, -3.5419]],
  "forces_ev_per_a": [[-0.04, -0.03, 0.04], [0.03, -0.01, -0.02], [0.02, -0.03, 0.02], [0.00, 0.02, 0.00], [-0.01, -0.02, 0.01], [0.01, 0.01, -0.01], [0.00, 0.00, 0.00], [-0.01, 0.01, 0.00], [0.00, 0.01, 0.01], [-0.02, 0.03, 0.01], [0.01, 0.01, 0.00], [0.01, -0.01, -0.03], [-0.01, -0.02, 0.01], [0.00, 0.02, 0.01], [-0.03, 0.00, 0.00], [0.00, 0.00, 0.00], [0.01, 0.00, 0.00], [0.00, 0.00, 0.00], [0.00, 0.01, -0.01], [0.03, -0.04, 0.06], [0.02, 0.03, -0.07], [0.00, 0.00, 0.00], [0.00, 0.00, 0.00], [0.00, 0.00, 0.00], [0.00, 0.01, 0.00], [-0.01, 0.00, -0.01], [0.00, 0.00, 0.01], [0.00, 0.00, 0.00], [0.00, 0.00, 0.01], [-0.01, 0.01, 0.00], [0.00, 0.00, -0.01], [0.00, 0.00, 0.00], [0.00, 0.00, 0.00], [0.00, 0.00, 0.00], [0.00, 0.00, 0.00], [-0.06, 0.00, 0.04], [0.10, -0.03, -0.03], [-0.03, 0.00, 0.02], [0.00, -0.01, 0.00], [-0.02, -0.02, 0.03], [0.02, 0.08, -0.06], [0.00, 0.00, 0.00], [0.01, 0.01, 0.00], [-0.01, 0.01, -0.01], [0.00, 0.00, -0.01], [0.00, 0.00, 0.00], [-0.03, -0.05, 0.03], [-0.01, -0.03, 0.00], [0.01, -0.01, -0.05], [0.00, 0.00, 0.01], [0.00, 0.00, 0.00], [0.01, 0.00, 0.01]],
  "multiplicity": 4,
  "lumo_ev": [-2.698, -3.827],
  "homo_lumo_gap_ev": [8.05, 7.21],
  "e_homo_ev": [-10.7, -11.0],
  "total_charge": 1,
  "s2": 3.77,
  "e_tot_ha": -1699.53982,
  "max_force_ev_per_a": 0.11
}

***

# 3
{
  "formula": "C9H15N3S",
  "method": "ωB97M-V with the def2-TZVPD basis set",
  "elements": ["C", "C", "C", "C", "C", "C", "C", "C", "C", "N", "N", "N", "S", "H", "H", "H", "H", "H", "H", "H", "H", "H", "H", "H", "H", "H", "H", "H"],
  "xyz": [[2.0686, -0.8694, 1.6235], [3.0703, -0.1442, 0.8958], [0.7002, -0.8474, 1.3672], [1.1810, 0.7591, -0.3653], [2.5818, 0.6771, -0.1204], [0.2846, -0.0504, 0.3195], [3.4610, 1.5970, -0.8111], [-2.3686, -2.1882, -1.2248], [-1.6604, -0.8322, -1.5620], [-2.0033, -1.0233, 1.1727], [-1.8117, 1.5631, -0.0166], [-2.8207, 1.9896, 0.8630], [-1.4630, -0.0277, 0.1659], [2.3323, -1.5047, 2.5920], [4.0624, -0.2215, 1.1643], [0.1177, -1.4346, 2.1825], [0.7320, 1.4111, -1.1525], [3.0906, 2.6336, -0.6259], [4.3962, 1.5690, -0.3393], [3.6184, 1.3692, -1.8282], [-2.0631, -2.7167, -0.3798], [-3.3693, -1.8542, -0.9381], [-2.1983, -2.8500, -2.1610], [-2.3305, -0.2193, -2.1997], [-0.5980, -1.0154, -1.8347], [-2.7139, -0.7490, 1.7804], [-3.6322, 2.0944, 0.2649], [-2.6642, 2.8851, 1.1678]],
  "forces_ev_per_a": [[-0.21, -1.73, 2.28], [-3.37, -0.21, -0.50], [2.31, -1.85, 3.52], [1.08, 0.99, -1.85], [-2.14, -0.77, 0.79], [-3.40, 0.09, 0.98], [-0.22, 1.93, 0.51], [-0.09, 1.12, -2.96], [-0.47, -0.55, 1.40], [0.09, -0.27, -0.82], [-0.39, 2.28, -0.07], [-0.60, -2.85, -1.25], [3.37, -3.15, -0.43], [-0.15, 1.40, -2.29], [1.99, 0.05, 0.37], [0.52, 1.36, -2.22], [0.88, -0.30, 0.68], [0.21, -0.59, -0.70], [1.61, -0.03, 0.58], [-0.10, 0.02, -1.39], [1.25, -0.58, 1.17], [-0.39, -0.83, -0.78], [-1.03, 1.02, 1.43], [0.92, -0.40, -0.01], [-0.86, 0.74, -0.34], [-1.25, 0.82, 1.13], [-0.72, -0.50, 0.15], [1.18, 2.80, 0.63]],
  "multiplicity": 3,
  "lumo_ev": [0.158, -2.380],
  "homo_lumo_gap_ev": [4.05, 5.66],
  "e_homo_ev": [-3.9, -8.0],
  "s2": 2.02,
  "e_tot_ha": -914.04224,
  "max_force_ev_per_a": 4.63
}

***

# 4
{
  "formula": "CH2N4O2",
  "method": "ωB97M-V with the def2-TZVPD basis set",
  "elements": ["N", "N", "C", "N", "N", "O", "O", "H", "H"],
  "xyz": [[0.2130, -0.1110, 0.6046], [-1.0099, -0.4818, 0.0809], [-2.0581, -0.0184, -0.2925], [-3.1800, -0.0837, -0.6630], [-4.3712, 0.1728, 0.0177], [-4.9045, -0.7923, 0.5243], [-4.8683, 1.3000, -0.0748], [0.4241, -0.8721, 1.2715], [0.8972, 0.0975, -0.0722]],
  "forces_ev_per_a": [[-1.47, -0.47, 1.82], [0.30, 0.24, -0.06], [3.84, -1.03, 2.57], [-4.42, 0.59, -2.63], [-1.51, 1.05, 0.18], [0.63, 0.53, -0.18], [1.26, -1.62, 0.13], [0.52, 0.80, -0.95], [0.85, -0.10, -0.89]],
  "lumo_ev": 0.008,
  "homo_lumo_gap_ev": 9.70,
  "e_homo_ev": -9.7,
  "e_tot_ha": -408.58933,
  "max_force_ev_per_a": 5.17
}

***

> Number 4 is which compound?

CH2N4O2